(1)
A molecular structure, C16H31Cl3N8O4PtS. Source: the OMol25 dataset; level of theory: ωB97M-V/def2-TZVPD.

Output
Molecular weight: 732.98 g mol⁻¹
Energy relative to the best compared isomer or geometry (same formula, charge and spin): 2.489 eV
DFT total energy: -88810.9900 eV
Frontier orbital gap (alpha / beta): 8.29 / 4.69 eV
<S²>: 6.02
Multiplicity: 5
Charge: +4
LUMO energy (alpha / beta): -11.239 / -15.285 eV

Cartesian coordinates (Å):
Pt (0.76064, 1.48008, -0.79178)
C (1.80804, 4.51318, -1.37098)
O (1.20684, 3.42488, -2.06278)
C (0.02844, 3.74688, -2.78918)
C (-1.21396, 3.77878, -1.90038)
O (-1.38896, 2.48338, -1.33448)
C (-2.56286, 2.37308, -0.54348)
H (2.06044, 5.30758, -2.08348)
H (2.73004, 4.13368, -0.92998)
H (1.16154, 4.93948, -0.59638)
H (-0.07136, 2.96268, -3.54768)
H (0.14064, 4.72038, -3.27988)
H (-2.09266, 4.04468, -2.50538)
H (-1.10176, 4.53228, -1.10878)
H (-2.65716, 3.20728, 0.15782)
H (-2.49306, 1.43348, 0.00142)
H (-3.45036, 2.36648, -1.18908)
N (-0.52106, -0.53872, -1.77978)
C (0.08824, -1.78942, -1.64278)
C (-0.73516, -3.04842, -1.57048)
C (-1.64556, -3.26412, -0.34138)
C (-1.85396, -4.75452, 0.00802)
N (-0.64506, -5.40812, 0.45902)
C (-0.39886, -6.08472, 1.59532)
N (0.77334, -6.69742, 1.71372)
N (-1.25266, -6.12542, 2.60652)
C (1.09424, -1.80262, 0.09462)
O (1.31214, -2.92992, 0.32022)
O (1.18364, -0.66162, 0.42202)
H (-1.50696, -0.55142, -1.53558)
H (-0.38266, -0.11052, -2.69418)
H (0.99064, -1.88102, -2.24228)
H (-0.03406, -3.87742, -1.66318)
H (-1.36476, -3.06162, -2.47018)
H (-2.63916, -2.85892, -0.53588)
H (-1.24006, -2.75652, 0.53562)
H (-2.22576, -5.27892, -0.88248)
H (-2.62936, -4.83022, 0.77052)
H (0.09674, -5.44032, -0.22998)
H (1.45174, -6.72732, 0.96822)
H (0.99234, -7.25452, 2.52792)
H (-2.18556, -5.75422, 2.55422)
H (-1.03976, -6.67342, 3.42802)
C (-2.52406, 3.56378, 3.89832)
C (-1.86986, 2.18378, 3.79152)
C (-0.59496, 2.15238, 3.04592)
N (-0.50216, 2.11368, 1.75052)
N (0.72254, 2.02768, 1.27812)
C (1.67024, 1.97488, 2.22702)
N (2.96364, 1.85138, 1.97992)
S (0.97804, 2.08808, 3.82252)
H (-3.50056, 3.46348, 4.36582)
H (-2.65026, 4.04018, 2.92862)
H (-1.91276, 4.21258, 4.52942)
H (-2.58216, 1.53958, 3.26192)
H (-1.72386, 1.77538, 4.79262)
H (3.29664, 1.72178, 1.03362)
H (3.64724, 1.82408, 2.72502)
Cl (4.39124, 1.54508, -5.10578)
C (4.65014, 0.68278, -3.55268)
Cl (4.97034, -1.05862, -3.84268)
Cl (6.02104, 1.43278, -2.64768)
C (3.47404, 0.76968, -2.73828)
N (2.52844, 0.80888, -2.08488)

---

(2)
2 unconnected molecules or ions with the total composition C3H4Si. Source: the OMol25 dataset; level of theory: ωB97M-V/def2-TZVPD.

Output
Molecular weight: 68.15 g mol⁻¹
Energy relative to the best compared isomer or geometry (same formula, charge and spin): 4.389 eV
DFT total energy: -11045.3811 eV
Frontier orbital gap: 8.08 eV
Multiplicity: 1
LUMO energy: -0.191 eV
SMILES: C#[SiH].C#C

Cartesian coordinates (Å):
C (0.77470, 1.61238, 1.34078)
C (-1.41036, -0.39218, -0.34430)
C (-1.15592, -1.38561, -0.97935)
Si (1.36824, 0.32768, 0.40399)
H (1.45526, 2.35890, 1.60250)
H (-1.69072, 0.61348, -0.05886)
H (-1.34370, -2.25151, -1.62751)
H (2.00249, -0.88314, -0.33725)

---

(3)
A molecular structure, C13H26CeNO3P2. Source: the OMol25 dataset; level of theory: ωB97M-V/def2-TZVPD.

Output
Molecular weight: 446.42 g mol⁻¹
Energy relative to the best compared isomer or geometry (same formula, charge and spin): 0.000 eV
DFT total energy: -53013.6270 eV
Frontier orbital gap (alpha / beta): 6.34 / 6.30 eV
Multiplicity: 1
Charge: +3
LUMO energy (alpha / beta): -12.328 / -12.374 eV

Cartesian coordinates (Å):
Ce (0.50536, 1.27120, -0.40186)
P (2.10803, -0.94727, 0.36153)
C (2.31012, -1.37296, -1.45750)
C (1.02917, -1.60340, -2.21677)
N (-0.05560, -0.89466, -1.82903)
C (-1.24203, -1.28670, -2.36272)
C (-1.33051, -2.16554, -3.43505)
C (-0.17341, -2.72215, -3.95033)
C (1.02338, -2.45900, -3.30930)
C (-2.52262, -0.73468, -1.76946)
P (-2.25808, 0.73727, -0.69867)
H (1.96875, -2.90844, -3.62169)
H (-2.31669, -2.34975, -3.87443)
H (-0.20863, -3.33564, -4.83458)
H (-3.21367, -0.46028, -2.58521)
H (-3.06176, -1.50388, -1.19124)
H (2.91944, -0.60349, -1.96673)
H (2.92969, -2.28553, -1.47760)
H (1.62949, 4.06907, -2.29555)
O (1.95621, 3.25894, -2.72096)
H (2.42401, 3.65377, -3.49732)
H (-1.23214, 4.74648, -0.03909)
O (-1.02956, 5.21481, -0.86582)
H (-1.41668, 6.10159, -0.69523)
C (-2.50498, 2.02104, -2.02182)
H (-3.51536, 1.85929, -2.41821)
H (-2.44044, 3.03841, -1.61642)
H (-1.78734, 1.91920, -2.84882)
C (-3.84615, 0.84796, 0.19958)
H (-3.82468, 1.75756, 0.81628)
H (-4.69049, 0.91755, -0.50850)
H (-3.98644, -0.02901, 0.84804)
C (2.25571, -2.66837, 1.01962)
H (3.21027, -3.11936, 0.70134)
H (2.24928, -2.64384, 2.11794)
H (1.43632, -3.31364, 0.67197)
C (3.82811, -0.39104, 0.69602)
H (3.91412, -0.16931, 1.76406)
H (4.53067, -1.19904, 0.44680)
H (4.08528, 0.50329, 0.11828)
C (0.52408, 0.71665, 3.43844)
C (0.34897, 0.99123, 1.96730)
O (-0.02353, 2.15013, 1.64732)
H (0.80590, -0.32297, 3.60257)
H (-0.39749, 0.98108, 4.00342)
H (1.34002, 1.39992, 3.74986)

---

(4)
A molecular structure, C40H29N8O4SSeV. Source: the OMol25 dataset; level of theory: ωB97M-V/def2-TZVPD.

Output
Molecular weight: 847.70 g mol⁻¹
Energy relative to the best compared isomer or geometry (same formula, charge and spin): 2.785 eV
DFT total energy: -163922.3930 eV
Frontier orbital gap (alpha / beta): 5.78 / 5.61 eV
<S²>: 0.78
Multiplicity: 2
Charge: +1
LUMO energy (alpha / beta): -4.736 / -4.886 eV

Cartesian coordinates (Å):
V (-0.82165, 1.95610, 1.40153)
O (0.65193, 3.49745, 1.76123)
C (1.79388, 3.60910, 1.07496)
C (2.82252, 4.36734, 1.69247)
C (3.97489, 4.58791, 1.02530)
C (4.33593, 3.71766, 0.00927)
C (3.41542, 2.87583, -0.55244)
C (2.05624, 2.95096, -0.16384)
C (1.01788, 2.41751, -0.96012)
N (-0.24510, 2.48822, -0.63245)
N (-1.38476, 2.47004, -1.35494)
C (-2.48641, 2.80128, -0.57772)
O (-2.40241, 3.24289, 0.65150)
C (-3.79415, 2.78810, -1.20457)
C (-3.95888, 2.20916, -2.45142)
C (-5.17310, 2.40512, -3.16757)
C (-6.29015, 2.93187, -2.50892)
C (-6.11113, 3.54918, -1.29494)
C (-4.86292, 3.44110, -0.62650)
H (2.67649, 4.92851, 2.63039)
H (4.64651, 5.37302, 1.41363)
H (5.30458, 3.78775, -0.44239)
H (3.69344, 2.16125, -1.32629)
H (1.24037, 2.13606, -1.99633)
H (-3.10694, 1.74980, -2.89769)
H (-5.22407, 1.98978, -4.21415)
H (-7.33033, 2.86245, -2.83385)
H (-6.90266, 4.14965, -0.87006)
H (-4.74383, 3.83204, 0.40985)
Se (6.42281, -3.73135, -3.91795)
N (5.15991, -3.04497, -5.02669)
C (3.96335, -3.23028, -4.41150)
C (2.67820, -2.93683, -5.04326)
C (2.52885, -2.50436, -6.37875)
C (1.27458, -2.07689, -6.75305)
C (0.20128, -2.29061, -5.84350)
N (0.31749, -2.78726, -4.62925)
C (1.55650, -3.03949, -4.20173)
C (1.65792, -3.39466, -2.77766)
N (0.48670, -3.76436, -2.12827)
C (0.52149, -4.22098, -0.87663)
C (1.76295, -4.36906, -0.11917)
C (2.95343, -4.12414, -0.75075)
C (2.89181, -3.71781, -2.11936)
C (4.01024, -3.61705, -2.98940)
N (5.23714, -3.86585, -2.55323)
H (3.39086, -2.32609, -6.96206)
H (1.11813, -1.34753, -7.56345)
H (-0.79875, -2.07919, -6.15992)
H (-0.50510, -4.43600, -0.45129)
H (1.74233, -4.77002, 0.90756)
H (3.95195, -4.38439, -0.37687)
C (-4.37245, 1.00056, 3.30724)
C (-3.06503, 0.70418, 2.67750)
O (-2.10581, 1.53044, 2.92322)
C (-3.05603, -0.52015, 1.92368)
C (-3.89756, -1.65674, 2.15478)
C (-3.97308, -2.70215, 1.22832)
C (-3.20320, -2.63040, 0.11503)
C (-2.21738, -1.67458, -0.10883)
C (-2.21172, -0.52522, 0.76545)
O (-1.56609, 0.57964, 0.38515)
H (-4.99274, 0.12981, 3.16834)
H (-4.86497, 1.92255, 2.95618)
H (-4.08739, 1.09057, 4.34880)
H (-4.54778, -1.70230, 3.05226)
H (-4.64201, -3.50758, 1.40549)
H (-3.30071, -3.42971, -0.64159)
H (-1.51607, -1.75551, -0.94403)
N (3.33005, -1.91562, 6.27179)
C (3.22882, -0.55199, 6.06399)
S (4.20431, 0.57013, 6.83212)
C (2.26881, -0.07458, 4.92829)
C (1.70642, 1.21279, 4.92599)
C (0.92313, 1.64252, 3.84540)
N (0.73312, 0.88032, 2.75602)
C (1.29879, -0.34286, 2.71942)
C (2.08099, -0.82251, 3.77544)
H (4.02549, -2.17398, 6.98476)
H (2.45612, -2.39708, 6.35898)
H (1.93529, 1.94382, 5.70704)
H (0.45317, 2.62145, 3.87410)
H (1.15401, -0.89179, 1.78495)
H (2.50583, -1.77200, 3.58690)

---

(5)
A molecular structure, C39H66BrGeN2O6SiTi. Source: the OMol25 dataset; level of theory: ωB97M-V/def2-TZVPD.

Output
Molecular weight: 887.43 g mol⁻¹
Energy relative to the best compared isomer or geometry (same formula, charge and spin): 3.128 eV
DFT total energy: -214335.4694 eV
Frontier orbital gap (alpha / beta): 5.44 / 6.17 eV
<S²>: 0.79
Multiplicity: 2
LUMO energy (alpha / beta): -0.856 / -0.803 eV

Cartesian coordinates (Å):
Ti (-0.22340, 0.33900, -0.16560)
C (2.58340, 2.12510, 3.50670)
C (2.55280, 0.99450, 2.47270)
C (2.18840, -0.31350, 3.18620)
C (3.93870, 0.84330, 1.84190)
O (1.58140, 1.24270, 1.47020)
Ge (0.81870, 2.86030, 0.93130)
O (-0.81010, 2.07940, 1.51050)
C (-1.94720, 2.76270, 1.99140)
C (-2.91170, 1.71630, 2.56490)
C (-2.62260, 3.53430, 0.85240)
C (-1.54430, 3.74640, 3.10100)
O (0.26270, 2.00710, -0.97780)
C (0.08610, 2.55280, -2.26070)
C (0.85420, 3.87830, -2.37130)
C (-1.40790, 2.81640, -2.53070)
C (0.60650, 1.55830, -3.31700)
H (3.30370, 1.89640, 4.28860)
H (1.59660, 2.24050, 3.95030)
H (2.86110, 3.06260, 3.02490)
H (2.90920, -0.52840, 3.97140)
H (2.19250, -1.13690, 2.47470)
H (1.19560, -0.23620, 3.62530)
H (4.66000, 0.53370, 2.59280)
H (4.26140, 1.78530, 1.40330)
H (3.90820, 0.08930, 1.06190)
H (-3.03790, 0.90580, 1.84910)
H (-3.88120, 2.16230, 2.77340)
H (-2.50460, 1.30070, 3.48220)
H (-2.91750, 2.83490, 0.07270)
H (-1.90880, 4.24800, 0.43780)
H (-3.49900, 4.07240, 1.20730)
H (-1.01740, 3.21550, 3.89200)
H (-2.42640, 4.22390, 3.52110)
H (-0.88160, 4.51340, 2.69470)
H (0.49850, 4.56690, -1.60420)
H (0.70130, 4.32580, -3.35000)
H (1.91780, 3.70770, -2.21520)
H (-1.76860, 3.61370, -1.88390)
H (-1.98650, 1.91370, -2.32990)
H (-1.56340, 3.10880, -3.56730)
H (1.66330, 1.35230, -3.16180)
H (0.47380, 1.96990, -4.31540)
H (0.05990, 0.61480, -3.24460)
C (3.83090, 1.38470, -1.44610)
O (4.26140, 0.06730, -1.18080)
C (3.49360, -0.93950, -1.72640)
C (4.16790, -1.89450, -2.46480)
C (3.48770, -2.95730, -3.06430)
C (2.12310, -3.04350, -2.97530)
C (1.38730, -2.10210, -2.22070)
C (-0.00420, -2.11610, -2.19220)
N (-0.74970, -1.17150, -1.57110)
N (-2.04750, -1.38830, -1.57850)
C (-2.74140, -0.42950, -0.92860)
O (-2.07580, 0.49780, -0.31720)
C (-4.17660, -0.56380, -0.90120)
C (-4.77150, -1.69510, -1.49270)
C (-6.13430, -1.87150, -1.44500)
C (-6.94430, -0.93510, -0.81190)
C (-6.37110, 0.19110, -0.23370)
C (-5.00740, 0.38330, -0.27870)
C (2.09470, -1.06330, -1.48310)
O (1.45720, -0.32440, -0.64490)
H (4.57930, 2.04240, -1.00910)
H (2.85690, 1.58880, -0.99320)
H (3.79400, 1.56640, -2.52600)
H (5.23590, -1.78780, -2.56570)
H (4.04620, -3.68500, -3.63260)
H (1.58390, -3.83690, -3.47010)
H (-0.55370, -2.86840, -2.75050)
H (-4.13090, -2.41480, -1.97540)
H (-6.58190, -2.74390, -1.90080)
H (-8.01320, -1.08340, -0.77280)
H (-7.00520, 0.92120, 0.25140)
H (-4.56640, 1.26740, 0.15550)
C (0.88880, -4.44220, 3.13360)
C (-0.54560, -4.97980, 3.12890)
C (-0.67120, -6.04740, 4.22390)
C (-0.75070, -5.65710, 1.77140)
Si (-1.85970, -3.54860, 3.38170)
Br (-0.61110, -1.41100, 1.54910)
C (-3.58670, -3.67020, 2.45960)
C (-3.43070, -3.82550, 0.94320)
C (-4.39830, -4.86470, 2.98110)
C (-4.40120, -2.39110, 2.67710)
C (-1.80090, -2.56100, 5.07860)
C (-0.39980, -2.60690, 5.69460)
C (-2.79560, -3.14450, 6.09050)
C (-2.12620, -1.07880, 4.87770)
H (1.57620, -5.25130, 2.89140)
H (1.17040, -4.04240, 4.09930)
H (0.99660, -3.66120, 2.38970)
H (0.05660, -6.83800, 4.04860)
H (-1.66220, -6.49350, 4.23050)
H (-0.47810, -5.63020, 5.20740)
H (0.03220, -6.39780, 1.61340)
H (-0.69010, -4.92310, 0.97420)
H (-1.70620, -6.17080, 1.72020)
H (-3.02360, -4.79220, 0.67330)
H (-2.79140, -3.04890, 0.53550)
H (-4.40980, -3.73220, 0.47510)
H (-3.86880, -5.79910, 2.81630)
H (-5.34910, -4.91990, 2.45360)
H (-4.60450, -4.77280, 4.04420)
H (-3.84020, -1.52840, 2.33110)
H (-4.66860, -2.25450, 3.72080)
H (-5.32490, -2.44350, 2.10120)
H (-0.10090, -3.61790, 5.95220)
H (-0.38880, -2.01620, 6.61000)
H (0.32250, -2.18180, 5.00550)
H (-2.57050, -4.18450, 6.31140)
H (-3.81430, -3.08410, 5.71920)
H (-2.74480, -2.58010, 7.02070)
H (-1.44600, -0.65170, 4.14980)
H (-2.00640, -0.55090, 5.82350)
H (-3.14220, -0.93000, 4.53420)

---

(6)
2 unconnected molecules or ions with the total composition C6H11N. Source: the OMol25 dataset; level of theory: ωB97M-V/def2-TZVPD.

Output
Molecular weight: 97.16 g mol⁻¹
Energy relative to the best compared isomer or geometry (same formula, charge and spin): 1.749 eV
DFT total energy: -7888.7821 eV
Frontier orbital gap: 10.96 eV
Multiplicity: 1
LUMO energy: 0.958 eV
SMILES: C=C(CC)CC#N.[H][H]

Cartesian coordinates (Å):
C (2.16923, 0.08714, -0.36991)
C (0.89552, -0.56471, 0.14723)
C (-0.36305, 0.24799, -0.01805)
C (-1.51304, -0.23185, 0.84889)
C (-0.51450, 1.30922, -0.80537)
C (-1.24479, 0.26526, 2.20382)
N (-0.92355, 0.70790, 3.22326)
H (2.09706, 0.31676, -1.43804)
H (3.02389, -0.58088, -0.22857)
H (2.37004, 1.01876, 0.16893)
H (1.01417, -0.80816, 1.21215)
H (0.73119, -1.52984, -0.35770)
H (-1.56793, -1.32831, 0.87175)
H (-2.47998, 0.14205, 0.49797)
H (-1.41801, -1.68333, -1.85895)
H (-1.47553, 1.81160, -0.88806)
H (0.30240, 1.71436, -1.39430)
H (-1.18299, -0.98525, -1.96653)

---

(7)
C3H5ClS in the gas phase. Source: the OMol25 dataset; level of theory: ωB97M-V/def2-TZVPD.

Output
Molecular weight: 108.59 g mol⁻¹
Energy relative to the best compared isomer or geometry (same formula, charge and spin): 4.541 eV
DFT total energy: -26544.4311 eV
Frontier orbital gap (alpha / beta): 7.20 / 7.21 eV
Multiplicity: 1
LUMO energy (alpha / beta): -1.367 / -1.364 eV

Cartesian coordinates (Å):
C (0.25268, 0.53693, -2.55281)
C (0.32434, -1.07482, 0.79477)
C (-0.05900, -0.05679, 1.76901)
S (0.26179, 0.36857, -0.87582)
Cl (-1.72273, -0.08105, 2.38078)
H (0.18166, -0.31869, -3.24573)
H (0.67296, 1.49244, -2.92919)
H (-0.49197, -1.56633, 0.39621)
H (0.08911, 0.93904, 1.47997)
H (0.49118, -0.23929, 2.78280)